<P>
ORCA calculation (ωB97M-V/def2-TZVPD) on C13H33AsMnN4O10P2S2Si2 as an isolated structure.

Geometry (Å):
Mn -0.08 -1.25 -0.55
N -4.31 -1.61 -0.66
C -4.02 -1.02 0.76
C -5.24 -0.99 1.66
P -2.75 -2.29 1.38
O -3.87 -3.54 1.02
O -2.54 -2.46 2.84
O -1.71 -2.47 0.30
P -3.46 0.70 0.23
O -4.95 0.98 -0.57
O -3.34 1.81 1.19
O -2.49 0.37 -0.88
H -4.33 -2.63 -0.61
H -3.51 -1.27 -1.23
H -5.15 -1.19 -1.05
H -5.60 -2.00 1.87
H -6.04 -0.39 1.22
H -4.95 -0.52 2.60
H -3.57 -4.28 1.58
H -4.98 1.96 -0.64
C -0.87 0.48 4.27
N 0.17 -0.19 3.51
C 1.20 -0.88 4.17
C 2.09 -1.62 3.40
C 1.94 -1.67 2.03
N 0.85 -1.06 1.41
C -0.05 -0.43 2.18
O -1.09 0.03 1.66
N 2.89 -2.27 1.20
H -0.46 0.77 5.23
H -1.73 -0.18 4.41
H -1.21 1.36 3.72
H 1.20 -0.84 5.25
H 2.91 -2.14 3.87
H 3.14 -3.19 1.50
H 2.60 -2.29 0.23
C 4.28 1.76 -1.26
Si 2.75 1.69 -0.15
C 2.36 3.51 0.21
C 3.40 1.07 1.49
As 0.67 0.90 -0.91
Si 1.03 1.42 -3.16
C 2.37 0.54 -4.13
C -0.59 1.25 -4.09
C 1.40 3.28 -3.27
H 5.12 2.20 -0.70
H 4.10 2.36 -2.16
H 4.58 0.75 -1.59
H 3.18 4.02 0.75
H 1.46 3.54 0.83
H 2.15 4.07 -0.71
H 4.23 1.71 1.83
H 3.75 0.04 1.44
H 2.60 1.11 2.25
H 2.25 -0.54 -3.99
H 3.37 0.81 -3.77
H 2.30 0.78 -5.20
H -0.86 0.20 -4.17
H -0.55 1.69 -5.10
H -1.38 1.74 -3.51
H 2.43 3.53 -2.96
H 0.72 3.80 -2.58
H 1.24 3.66 -4.28
O 2.08 -1.95 -1.68
S 1.10 -3.05 -1.88
O 0.68 -3.53 -0.56
O 1.58 -4.09 -2.77
S -0.52 -2.10 -2.71

Summary:
HOMO-LUMO gap (spin up / spin down)   4.32 / 5.01 eV
E_LUMO (spin up / spin down)   4.4 / 4.4 eV
<S²>   8.76
Net charge   -2
Multiplicity   6

natural (NBO) atomic charge list, values in e, 4 entries: Mn 0.9849; N -0.7409; C -0.5829; C -0.6480

=====

<Q>
ORCA calculation (ωB97M-V/def2-TZVPD) on C13H33AsMnN4O10P2S2Si2 as an isolated structure.

Geometry (Å):
Mn -0.82 -0.56 -0.11
N 1.14 1.55 2.35
C -0.24 1.86 2.88
C -0.14 2.81 4.05
P -1.10 2.58 1.42
O 0.02 3.77 1.16
O -2.40 3.22 1.74
O -0.93 1.56 0.35
P -0.96 0.22 3.41
O 0.39 -0.36 4.18
O -1.98 0.45 4.46
O -1.15 -0.59 2.18
H 1.58 2.39 1.99
H 1.14 0.82 1.56
H 1.70 1.12 3.09
H 0.34 3.75 3.75
H 0.43 2.36 4.87
H -1.14 3.02 4.42
H -0.38 4.48 0.65
H 0.14 -0.47 5.11
C -4.57 2.70 -0.79
N -3.57 2.09 -1.65
C -3.07 2.69 -2.75
C -2.09 2.14 -3.49
C -1.53 0.90 -3.01
N -1.98 0.33 -1.91
C -3.06 0.84 -1.24
O -3.57 0.28 -0.29
N -0.55 0.31 -3.70
H -4.87 3.65 -1.23
H -4.15 2.85 0.20
H -5.43 2.04 -0.71
H -3.52 3.65 -3.00
H -1.71 2.63 -4.38
H -0.05 0.89 -4.35
H 0.05 -0.37 -3.19
C -0.60 -4.00 -3.37
Si -2.17 -3.74 -2.35
C -3.14 -5.37 -2.50
C -3.22 -2.50 -3.32
As -1.97 -3.06 -0.16
Si -0.26 -4.45 0.53
C 1.36 -4.51 -0.43
C 0.15 -3.95 2.31
C -0.80 -6.28 0.61
H -0.85 -4.06 -4.44
H -0.09 -4.92 -3.09
H 0.10 -3.17 -3.22
H -3.28 -5.65 -3.55
H -4.12 -5.26 -2.04
H -2.62 -6.19 -2.00
H -3.56 -2.94 -4.26
H -2.63 -1.60 -3.56
H -4.09 -2.19 -2.74
H 1.73 -3.51 -0.64
H 1.25 -5.04 -1.38
H 2.11 -5.04 0.17
H 0.52 -2.93 2.33
H 0.92 -4.61 2.73
H -0.74 -4.00 2.93
H -0.95 -6.68 -0.39
H -1.75 -6.38 1.16
H -0.04 -6.89 1.12
O 1.25 -1.18 -2.24
S 1.93 -0.14 -1.42
O 1.18 1.11 -1.48
O 3.34 -0.02 -1.73
S 1.70 -0.84 0.52

Summary:
HOMO-LUMO gap (spin up / spin down)   5.45 / 5.73 eV
E_LUMO (spin up / spin down)   4.4 / 4.4 eV
<S²>   8.75
Net charge   -2
Multiplicity   6

natural (NBO) atomic charge list, values in e, 4 entries: Mn 1.2552; N -0.7674; C -0.6447; C -0.6263

=====

Last place for stability: <P>

=====

<P>
ORCA calculation (ωB97M-V/def2-TZVPD) on a 2-piece molecular cluster, FHNO3P overall.

Geometry (Å):
N -1.16 -0.57 -0.47
O 1.49 -0.61 1.33
O 0.77 1.71 0.67
O 1.72 -0.02 -1.13
F -2.33 -1.07 0.21
P 1.09 0.30 0.19
H -1.58 0.26 -0.80

Summary:
HOMO-LUMO gap   6.46 eV
E_LUMO   7.6 eV
Net charge   -2
Multiplicity   1

natural (NBO) atomic charge list, values in e, 4 entries: N -0.6566; O -1.2236; O -1.2081; O -1.1906

=====

<Q>
ORCA calculation (ωB97M-V/def2-TZVPD) on FHNO3P as an isolated structure.

Geometry (Å):
N -0.85 -0.77 0.48
O -2.19 0.60 -1.42
O -2.33 1.13 1.08
O -3.40 -1.00 0.09
F -0.23 -1.78 -0.31
P -2.34 0.06 0.00
H 0.11 0.19 0.60

Summary:
HOMO-LUMO gap   6.68 eV
E_LUMO   7.8 eV
Net charge   -2
Multiplicity   1

natural (NBO) atomic charge list, values in e, 4 entries: N -0.5522; O -1.2762; O -1.2446; O -1.2529

=====

Last place for stability: <Q>

=====

<P>
ORCA calculation (ωB97M-V/def2-TZVPD) on a 2-piece molecular cluster, C3H12N3O overall.

Geometry (Å):
C -1.03 -0.12 2.06
C -1.59 -0.23 0.58
N -0.44 -0.19 -0.30
C 0.24 0.89 -0.78
N 1.47 0.73 -1.22
N -0.35 2.09 -0.86
H -0.33 -0.95 2.25
H -1.79 -0.01 2.83
H -0.37 0.76 2.08
H -1.97 -1.25 0.46
H -2.37 0.51 0.43
H 0.09 -1.06 -0.26
H 1.93 -0.19 -1.23
H 1.96 1.46 -1.74
H 0.14 2.68 -1.53
H -1.33 2.25 -0.76
H 1.65 -2.55 0.08
H 2.33 -2.68 -1.34
O 1.77 -2.12 -0.77

Summary:
HOMO-LUMO gap (spin up / spin down)   12.43 / 6.64 eV
E_LUMO (spin up / spin down)   -7.9 / -13.7 eV
<S²>   0.76
Net charge   +2
Multiplicity   2

natural (NBO) atomic charge list, values in e, 4 entries: C -0.5483; C -0.2534; N -0.1958; C 0.6188

=====

<Q>
ORCA calculation (ωB97M-V/def2-TZVPD) on a 2-piece molecular cluster, C3H12N3O overall.

Geometry (Å):
C 1.67 -0.34 -0.13
C 2.68 -1.25 0.04
N 3.53 -1.70 -0.96
N 0.70 -0.05 0.92
H 1.57 0.21 -1.11
H 2.91 -1.62 1.03
H 3.65 -2.69 -1.05
H 3.42 -1.22 -1.84
H -0.31 0.38 0.51
H 1.06 0.61 1.57
H 0.49 -0.85 1.48
N -1.44 1.36 0.02
C -2.63 0.63 0.40
O -3.75 1.12 -0.42
H -1.41 1.36 -0.99
H -1.57 2.33 0.32
H -2.36 -0.47 0.20
H -2.77 0.83 1.51
H -4.53 0.68 -0.02

Summary:
HOMO-LUMO gap (spin up / spin down)   8.35 / 4.59 eV
E_LUMO (spin up / spin down)   -8.8 / -12.6 eV
<S²>   0.78
Net charge   +2
Multiplicity   2

natural (NBO) atomic charge list, values in e, 4 entries: C 0.1544; C 0.0571; N -0.4465; N -0.7664

=====

Last place for stability: <Q>

=====

<P>
ORCA calculation (ωB97M-V/def2-TZVPD) on C4H5Cl as an isolated structure.

Geometry (Å):
C 0.27 1.87 -0.96
C 0.17 0.68 -0.93
C 0.41 -0.67 1.25
C -0.31 -0.60 -0.65
Cl -2.10 -0.59 -0.49
H 0.52 2.82 -1.27
H 1.39 -0.30 1.24
H 0.32 -1.73 1.50
H -0.45 -0.10 1.74
H -0.23 -1.39 -1.43

Summary:
HOMO-LUMO gap   10.42 eV
E_LUMO   1.0 eV
Net charge   0
Multiplicity   1

natural (NBO) atomic charge list, values in e, 4 entries: C -0.1936; C -0.0779; C -0.5031; C -0.2714

=====

<Q>
ORCA calculation (ωB97M-V/def2-TZVPD) on one molecule with the formula C4H5Cl.

Geometry (Å):
C 1.46 -0.26 0.07
C 0.66 0.80 0.06
C -0.85 0.56 -0.08
C -1.50 -0.66 -0.09
H 1.12 -1.27 0.07
H 1.09 1.84 0.11
H -1.50 1.46 -0.14
H -2.63 -0.77 -0.21
H -1.03 -1.60 0.30
Cl 3.19 -0.10 -0.08

Summary:
HOMO-LUMO gap   9.25 eV
E_LUMO   0.4 eV
Net charge   0
Multiplicity   1

natural (NBO) atomic charge list, values in e, 4 entries: C -0.1757; C -0.2581; C -0.2163; C -0.3975

=====

Last place for stability: <P>

=====

<P>
ORCA calculation (ωB97M-V/def2-TZVPD) on one molecule with the formula C5H9NS2.

Geometry (Å):
C 0.66 0.96 0.67
C 0.29 -0.54 0.56
C -1.02 -0.80 1.26
C -0.90 -0.24 -1.50
C 0.05 -1.17 -0.77
H 2.37 1.09 -0.50
H 1.55 2.49 -0.33
H 1.14 1.07 1.65
H -0.29 1.51 0.71
H -1.19 -0.21 2.17
H -1.21 -1.86 1.46
H -1.38 -0.69 -2.38
H -0.50 0.74 -1.69
H -0.48 -2.13 -0.65
N 1.43 1.48 -0.46
S -2.20 -0.20 -0.10
S 1.68 -1.51 -0.10

Summary:
HOMO-LUMO gap   9.31 eV
E_LUMO   0.6 eV
Net charge   0
Multiplicity   1

natural (NBO) atomic charge list, values in e, 4 entries: C -0.2482; C -0.1552; C -0.4932; C -0.4830

=====

<Q>
ORCA calculation (ωB97M-V/def2-TZVPD) on one molecule with the formula C5H9NS2.

Geometry (Å):
C -1.99 -1.85 0.73
C -0.78 0.59 -0.22
C 1.40 -0.32 0.32
C -0.89 1.82 0.30
C 0.24 2.86 0.22
H -2.96 -2.47 0.68
H -1.20 -2.58 0.47
H -1.79 -1.46 1.81
H 0.64 -0.29 -1.73
H 1.03 -0.04 1.36
H -1.89 2.09 0.80
H 0.58 3.20 1.16
H 1.14 2.54 -0.32
H -0.17 3.71 -0.32
N 0.51 -0.04 -0.66
S -2.09 -0.54 -0.46
S 2.91 -0.90 0.00

Summary:
HOMO-LUMO gap   8.87 eV
E_LUMO   0.6 eV
Net charge   0
Multiplicity   1

natural (NBO) atomic charge list, values in e, 4 entries: C -0.7883; C -0.0724; C -0.0728; C -0.1446

=====

Last place for stability: <P>